Molecular formula: C3H5N4
Method: DFT, the ωB97M-V functional and the def2-TZVPD basis

Calculated values
E   -9138.30035 eV
HOMO energy (spin up / spin down)   -0.536 / -0.517 Eh
LUMO (spin up / spin down)   -6.36 / -6.63 eV
Orbital gap (spin up / spin down)   8.2345 / 7.4535 eV
Multiplicity   1
Charge   +1

Each line ends with the Mulliken charge.
Geometry (Å):
C -1.76 0.00 1.11  -0.041
C 0.28 0.16 -0.07  0.534
C 1.34 -0.04 -0.77  -0.602
N -1.21 -0.90 1.81  0.058
N -1.48 1.62 -0.48  -0.804
N 0.00 -1.10 1.88  -0.385
N -0.96 0.62 0.09  0.643
H -2.77 0.34 1.22  0.475
H 1.35 0.03 -1.86  0.282
H 2.29 -0.31 -0.33  0.280
H -0.97 1.95 -1.30  0.283
H 0.37 -2.04 2.02  0.278



Molecular formula: C40H46AsN8RuS2Si2Te
Method: DFT, the ωB97M-V functional and the def2-TZVPD basis

Calculated values
E   -162291.99695 eV
HOMO energy (spin up / spin down)   -0.224 / -0.237 Eh
LUMO (spin up / spin down)   -0.92 / -0.94 eV
Orbital gap (spin up / spin down)   5.1782 / 5.5104 eV
Multiplicity   2

Each line ends with the Mulliken charge.
Geometry (Å):
Ru 0.50 -0.11 -0.03  -1.110
N 2.06 2.29 3.92  -0.305
C 1.94 1.26 3.03  -0.223
S 3.36 0.82 2.18  -0.382
N 0.72 0.76 3.02  -1.402
N 0.29 -0.12 2.08  2.864
C -0.67 -0.89 2.51  0.456
C -1.15 -0.90 3.91  -0.433
C -1.71 0.25 4.47  -0.151
C -2.18 0.24 5.77  -1.007
C -2.08 -0.92 6.54  -0.509
C -1.51 -2.06 6.00  -0.921
C -1.05 -2.05 4.69  0.003
C -1.22 -1.84 1.54  -0.144
C -2.25 -2.73 1.83  -0.722
C -2.63 -3.66 0.89  -1.009
C -1.96 -3.71 -0.32  -1.016
C -0.99 -2.77 -0.57  -0.508
N -0.65 -1.82 0.32  1.280
H 2.99 2.53 4.21  0.245
H 1.32 2.39 4.59  0.212
H -1.76 1.15 3.87  0.612
H -2.62 1.13 6.19  0.413
H -2.45 -0.92 7.56  0.405
H -1.42 -2.96 6.59  0.407
H -0.60 -2.94 4.27  0.488
H -2.75 -2.67 2.79  0.604
H -3.45 -4.35 1.10  0.465
H -2.21 -4.44 -1.08  0.475
H -0.47 -2.73 -1.52  0.273
S 4.18 -3.95 -5.38  0.106
N 4.27 -4.07 -3.77  -0.719
C 3.44 -3.16 -3.28  0.657
C 3.22 -2.90 -1.87  0.842
C 3.88 -3.56 -0.84  -0.611
C 3.58 -3.21 0.46  -1.194
C 2.66 -2.20 0.71  -0.891
N 2.05 -1.54 -0.27  1.813
C 2.31 -1.90 -1.54  -1.164
C 1.61 -1.13 -2.57  -0.410
N 0.76 -0.19 -2.12  1.285
C 0.17 0.60 -3.02  -0.661
C 0.35 0.45 -4.38  -1.373
C 1.18 -0.55 -4.86  -0.912
C 1.84 -1.35 -3.93  0.661
C 2.77 -2.40 -4.28  0.643
N 3.10 -2.76 -5.51  -0.692
H 4.60 -4.33 -1.07  0.544
H 4.07 -3.70 1.30  0.468
H 2.42 -1.89 1.71  0.487
H -0.49 1.36 -2.60  0.507
H -0.18 1.11 -5.06  0.577
H 1.34 -0.71 -5.91  0.554
C -6.94 -2.63 -0.99  -1.657
C -5.74 -1.75 -0.77  0.772
C -5.61 -0.96 0.36  -1.109
C -4.51 -0.14 0.58  1.002
C -4.51 0.67 1.85  -1.666
C -3.47 -0.09 -0.37  -0.020
Te -1.86 1.29 -0.01  0.174
C -3.60 -0.88 -1.52  1.130
C -2.57 -0.84 -2.62  -0.735
C -4.72 -1.69 -1.70  -0.989
H -7.63 -2.57 -0.15  0.360
H -6.66 -3.67 -1.13  0.330
H -7.49 -2.32 -1.89  0.345
H -6.40 -0.98 1.11  0.251
H -5.36 0.41 2.47  0.429
H -4.55 1.74 1.64  0.322
H -3.59 0.51 2.41  0.133
H -1.59 -0.63 -2.20  -0.915
H -2.80 -0.04 -3.33  0.525
H -2.54 -1.78 -3.16  0.406
H -4.78 -2.29 -2.61  0.375
C -0.27 4.30 1.51  -0.801
Si 0.96 4.20 0.11  0.308
C 0.17 4.72 -1.51  -0.887
C 2.35 5.38 0.55  -1.182
As 1.80 2.00 -0.04  0.392
Si 3.76 2.09 -1.35  0.691
C 4.87 3.54 -0.89  -1.389
C 3.37 2.24 -3.18  -0.832
C 4.78 0.54 -1.09  -0.772
H -0.40 5.35 1.78  0.450
H 0.10 3.77 2.39  0.079
H -1.24 3.88 1.25  0.231
H -0.04 5.79 -1.49  0.406
H -0.78 4.19 -1.65  0.167
H 0.81 4.51 -2.37  0.222
H 1.92 6.37 0.71  0.395
H 3.12 5.46 -0.21  0.298
H 2.83 5.06 1.48  0.277
H 4.58 4.46 -1.40  0.316
H 5.89 3.30 -1.19  0.399
H 4.87 3.72 0.18  0.333
H 2.61 3.00 -3.39  0.169
H 3.01 1.29 -3.60  0.122
H 4.28 2.51 -3.72  0.486
H 5.42 0.66 -0.21  0.402
H 5.41 0.36 -1.96  0.372
H 4.17 -0.35 -0.92  0.008



Molecular formula: C32H40N8
Method: DFT, the ωB97M-V functional and the def2-TZVPD basis

Calculated values
E   -45751.74991 eV
HOMO energy   -0.294 Eh
LUMO   0.70 eV
Orbital gap   8.7094 eV
Structure (SMILES)   c1cc[nH]c1.c1cc[nH]c1.c1cc[nH]c1.c1cc[nH]c1.c1cc[nH]c1.c1cc[nH]c1.c1cc[nH]c1.c1cc[nH]c1
Multiplicity   1

Each line ends with the Mulliken charge.
Geometry (Å):
N 7.54 -2.07 0.94  0.048
C 6.39 -2.80 0.93  -0.660
C 5.36 -1.96 1.30  -0.272
C 5.93 -0.68 1.51  -0.514
C 7.28 -0.76 1.31  -0.482
H 8.45 -2.46 0.80  0.186
H 6.38 -3.84 0.66  0.350
H 4.32 -2.22 1.36  0.480
H 5.43 0.20 1.90  0.416
H 8.09 -0.11 1.58  0.400
N -4.03 -2.63 0.87  0.217
C -5.39 -2.63 0.71  -0.412
C -5.94 -2.23 1.90  -0.766
C -4.88 -2.08 2.83  -0.435
C -3.72 -2.42 2.17  -0.637
H -3.40 -2.89 0.12  0.324
H -5.82 -2.89 -0.24  0.379
H -6.99 -2.05 2.07  0.527
H -4.88 -1.70 3.84  0.390
H -2.69 -2.34 2.49  0.416
N -1.86 2.22 -2.30  0.061
C -0.78 2.02 -3.11  -0.653
C 0.20 2.88 -2.70  -0.471
C -0.31 3.60 -1.60  -0.440
C -1.57 3.18 -1.38  -0.584
H -2.73 1.73 -2.32  0.230
H -0.92 1.34 -3.93  0.431
H 1.17 2.94 -3.17  0.478
H 0.21 4.37 -1.05  0.456
H -2.27 3.48 -0.62  0.197
N 0.19 0.39 -0.52  0.323
C 1.20 -0.41 -0.98  -0.739
C 1.45 -1.35 -0.01  -1.230
C 0.53 -1.12 1.05  -0.410
C -0.29 -0.09 0.66  -0.685
H -0.18 1.17 -1.04  0.637
H 1.66 -0.22 -1.93  0.487
H 2.26 -2.06 -0.02  0.597
H 0.45 -1.64 1.99  0.499
H -1.07 0.38 1.22  0.602
N -6.89 2.30 -0.05  0.024
C -6.23 1.26 0.54  -0.672
C -4.90 1.58 0.54  -0.043
C -4.79 2.91 0.03  -0.507
C -6.03 3.31 -0.34  -0.725
H -7.89 2.34 -0.12  0.190
H -6.70 0.36 0.88  0.390
H -4.12 0.92 0.91  0.580
H -3.89 3.50 -0.06  0.528
H -6.40 4.23 -0.77  0.404
N -0.87 -2.97 -1.58  0.135
C -1.95 -2.58 -2.32  -0.228
C -2.95 -3.52 -2.17  -0.765
C -2.42 -4.54 -1.32  -0.743
C -1.17 -4.14 -0.93  -0.257
H -0.01 -2.45 -1.42  0.242
H -1.86 -1.71 -2.95  0.444
H -3.86 -3.49 -2.75  0.457
H -2.91 -5.42 -0.96  0.365
H -0.43 -4.59 -0.29  0.373
N 6.02 -0.82 -2.01  0.140
C 5.27 0.08 -2.72  -0.526
C 5.81 0.21 -3.99  -0.536
C 6.92 -0.69 -4.05  -0.599
C 7.02 -1.30 -2.82  -0.319
H 5.87 -1.14 -1.07  0.348
H 4.48 0.67 -2.28  0.453
H 5.50 0.92 -4.73  0.394
H 7.58 -0.78 -4.90  0.378
H 7.69 -2.06 -2.46  0.337
N -0.74 3.66 4.80  0.012
C 0.43 4.35 4.56  -0.373
C 0.96 3.90 3.39  -1.014
C 0.07 2.92 2.87  0.253
C -0.99 2.81 3.74  -0.820
H -1.30 3.81 5.61  0.176
H 0.82 5.02 5.30  0.382
H 1.89 4.23 2.97  0.389
H 0.09 2.43 1.91  0.531
H -1.87 2.20 3.72  0.461